Record 1
Density functional theory data (ωB97M-V with the def2-TZVPD basis set) for C18H36Br18 as an isolated structure in a non-equilibrium geometry.

relative energy (zero: lowest compared OMol25 entry of this formula, charge and spin)	40.0	kcal per mole
electronic energy	-47039.68291	hartree
HOMO-LUMO gap	0.3541	hartree

Each line ends with the Löwdin charge.
Positions of all 72 atoms, in Å:
Br (0.2999, -5.8387, -3.0021)  0.566
C (0.8871, -4.0259, -2.4878)  -0.720
C (1.5960, -4.0379, -1.1547)  -0.803
Br (3.3813, -4.8236, -1.2290)  0.631
H (-0.0131, -3.4194, -2.4304)  -0.054
H (1.5250, -3.6904, -3.2985)  0.048
H (1.0470, -4.5547, -0.3758)  0.055
H (1.7927, -3.0013, -0.8822)  -0.200
Br (-0.7641, 2.4803, 1.4278)  0.687
C (-1.1021, 0.8105, 0.4438)  -0.665
C (0.0451, 0.5571, -0.5181)  -0.636
Br (-0.1051, -1.2725, -1.2784)  0.729
H (-2.0607, 0.7844, -0.0749)  0.045
H (-1.1298, 0.0123, 1.1819)  0.032
H (0.9179, 0.4407, 0.1238)  0.007
H (0.2131, 1.2744, -1.3099)  -0.004
Br (-2.2486, -3.2734, 0.7910)  0.606
C (-2.5420, -3.7896, 2.6896)  -0.628
C (-2.9554, -2.4924, 3.3641)  -0.723
Br (-3.1214, -2.7820, 5.2983)  0.597
H (-1.6202, -4.2048, 3.0731)  0.055
H (-3.3751, -4.4819, 2.6569)  0.053
H (-3.8913, -2.0843, 3.0023)  0.057
H (-2.1649, -1.7540, 3.2623)  -0.001
Br (-4.2613, -0.1843, -2.9361)  0.614
C (-2.9208, -1.4674, -3.5244)  -0.754
C (-3.2686, -2.2606, -4.7466)  -0.657
Br (-1.9768, -3.7179, -4.9816)  0.638
H (-2.6473, -2.0262, -2.6316)  0.007
H (-1.9913, -0.9029, -3.6410)  0.005
H (-3.3976, -1.7212, -5.6763)  0.061
H (-4.1827, -2.8008, -4.5022)  0.048
Br (5.6507, -1.8967, 2.2620)  0.597
C (4.5827, -3.4978, 1.8483)  -0.686
C (3.0807, -3.2354, 1.9862)  -0.576
Br (2.5847, -1.9355, 0.6051)  0.748
H (4.9144, -4.2894, 2.5160)  0.062
H (4.8401, -3.7572, 0.8256)  -0.016
H (2.8444, -2.8167, 2.9583)  0.058
H (2.5691, -4.1776, 1.8061)  0.061
Br (-0.6964, 5.6349, 3.5455)  0.622
C (-1.7446, 5.8048, 1.8914)  -0.717
C (-2.2753, 7.2054, 1.6619)  -0.636
Br (-3.4354, 7.7321, 3.1931)  0.559
H (-2.5475, 5.0717, 1.8368)  0.047
H (-1.0788, 5.4667, 1.0963)  0.028
H (-2.8740, 7.1764, 0.7542)  0.062
H (-1.5263, 7.9848, 1.5925)  0.052
Br (1.2453, 2.4487, -4.2137)  0.629
C (-0.4791, 1.7949, -4.8880)  -0.681
C (-1.5913, 2.7194, -4.5205)  -0.678
Br (-1.9347, 2.6621, -2.6086)  0.648
H (-0.5951, 0.7402, -4.6515)  0.047
H (-0.3594, 1.7696, -5.9749)  0.063
H (-2.4666, 2.3307, -5.0536)  0.066
H (-1.5200, 3.7420, -4.8765)  0.065
Br (0.5169, 4.6160, 6.7236)  0.578
C (-0.7454, 3.2288, 6.1111)  -0.723
C (-0.1142, 2.1934, 5.1875)  -0.688
Br (-1.4876, 0.9145, 4.6847)  0.634
H (-1.5447, 3.7092, 5.5532)  0.010
H (-1.1720, 2.7712, 6.9986)  0.048
H (0.6985, 1.6680, 5.6779)  0.058
H (0.2098, 2.7017, 4.2837)  -0.004
Br (4.3070, -1.9879, -2.6421)  0.629
C (4.9608, -0.3817, -1.7352)  -0.686
C (4.1041, 0.8208, -2.0957)  -0.656
Br (5.0640, 2.4711, -1.4960)  0.580
H (5.9845, -0.1431, -2.0124)  0.049
H (4.9267, -0.7118, -0.7027)  -0.011
H (3.1425, 0.7773, -1.5931)  0.035
H (3.9963, 0.9227, -3.1685)  0.027

Forces on the atoms, in the same order (eV/Å):
0.07 0.30 0.04
0.13 -1.10 0.14
-0.04 0.00 -1.17
-0.46 -0.68 -0.01
-0.02 -0.26 -0.15
0.00 0.14 0.03
-0.10 0.00 0.02
-0.44 -1.08 -0.60
-0.22 -0.42 -0.58
-0.05 -0.44 -0.50
0.44 -0.73 1.21
-0.41 1.36 -0.20
-0.06 0.61 0.16
0.09 0.12 0.15
0.28 0.25 -0.36
-0.22 -0.01 -0.12
0.10 -0.30 0.44
-0.79 0.96 -0.65
0.70 -0.21 0.40
-0.10 -0.03 -0.25
-0.01 -0.08 0.00
0.23 -0.29 0.15
-0.08 -0.15 -0.02
-0.07 0.07 0.00
-0.12 -0.28 -0.33
1.66 0.86 0.47
-0.91 -1.04 0.83
-0.01 0.49 -0.03
-0.66 -0.61 -0.21
-0.26 0.28 -0.40
0.24 0.19 0.06
-0.11 0.07 -0.41
-0.20 -0.40 0.02
-0.13 0.40 0.03
1.34 0.10 -0.32
0.66 1.19 2.23
-0.03 0.09 0.12
-0.05 0.00 0.10
-0.20 0.05 -0.06
-0.30 0.14 -0.12
-0.36 -0.07 -0.57
0.28 -0.07 -0.27
-0.25 -0.37 0.66
0.24 -0.09 -0.80
-0.10 0.07 0.71
0.21 0.49 -0.03
-0.20 0.23 0.12
0.15 -0.11 0.05
-0.24 -0.32 0.00
1.05 0.26 -0.99
-0.96 -0.79 -0.33
-0.07 0.37 -0.25
-0.14 0.20 0.75
0.01 0.37 0.05
-0.20 -0.07 0.50
0.60 0.08 0.36
-0.33 -0.59 -0.33
-0.32 -0.30 -0.13
0.15 0.84 0.45
0.08 -0.06 0.16
0.09 0.35 0.19
0.16 0.04 0.09
0.00 -0.15 -0.16
0.14 -0.28 -0.10
0.28 0.63 -0.38
0.06 0.26 -0.17
0.46 -0.08 0.57
-0.56 -0.67 -0.15
0.05 -0.56 -0.19
-0.04 0.54 0.20
-0.07 0.27 -0.09
-0.07 0.03 -0.01


Record 2
Density functional theory data (ωB97M-V with the def2-TZVPD basis set) for a 6-piece molecular cluster, C18H36Cl6O6 overall in a non-equilibrium geometry.

electronic energy	-3920.03330	hartree
HOMO-LUMO gap	0.3957	hartree
SMILES string	CCOC(C)=O.CCOC(C)=O.CCOC(C)=O.ClCCCl.ClCCCl.ClCCCl

Each line ends with the natural charge from an NBO analysis.
Positions of all 66 atoms, in Å:
C (2.5502, 7.0424, -1.9171)  -0.638
C (1.7997, 5.7407, -1.7375)  -0.080
O (0.4797, 5.9524, -2.2289)  -0.517
C (-0.4231, 4.9925, -1.9330)  0.809
C (-1.7960, 5.5328, -2.2446)  -0.720
O (-0.1692, 3.8941, -1.5222)  -0.613
H (2.1522, 7.5764, -2.8107)  0.225
H (3.6286, 6.9064, -1.9343)  0.221
H (2.4296, 7.7758, -1.1019)  0.212
H (2.2907, 4.8697, -2.2932)  0.191
H (1.7131, 5.4466, -0.6943)  0.189
H (-2.5311, 4.7817, -2.5352)  0.238
H (-1.6651, 6.3155, -3.0638)  0.241
H (-2.1115, 5.8969, -1.2681)  0.243
C (3.4524, -6.1485, 3.0784)  -0.630
C (4.3246, -4.8774, 3.1028)  -0.081
O (4.8853, -4.6642, 1.7531)  -0.525
C (4.5411, -3.5429, 1.1038)  0.814
C (4.9533, -3.6554, -0.3290)  -0.711
O (4.0164, -2.5604, 1.5693)  -0.620
H (4.0738, -7.0150, 3.0796)  0.213
H (2.7746, -6.0091, 2.2722)  0.222
H (2.7311, -6.2692, 4.0046)  0.215
H (3.7802, -3.9906, 3.3762)  0.209
H (5.1353, -5.0462, 3.8045)  0.184
H (4.4148, -2.9032, -0.8243)  0.229
H (4.8018, -4.6897, -0.7165)  0.240
H (5.9845, -3.4549, -0.2013)  0.237
C (-1.2340, 0.5521, -1.5829)  -0.642
C (-2.6344, 0.4696, -2.0524)  -0.099
O (-3.2895, -0.6444, -1.3248)  -0.532
C (-4.2350, -1.2655, -2.0602)  0.799
C (-4.7748, -2.5398, -1.3945)  -0.710
O (-4.7176, -0.8108, -3.0869)  -0.610
H (-0.6013, -0.3085, -1.7435)  0.208
H (-1.0906, 0.7872, -0.4785)  0.204
H (-0.7343, 1.4427, -2.1347)  0.251
H (-3.2696, 1.2888, -1.6556)  0.198
H (-2.8798, 0.3239, -3.0762)  0.225
H (-5.3211, -2.1638, -0.5079)  0.241
H (-4.0492, -3.2001, -1.0557)  0.227
H (-5.4975, -3.0401, -2.0542)  0.237
Cl (-0.4722, -3.2413, 1.3922)  -0.061
C (0.4590, -2.8803, -0.0809)  -0.416
C (0.5430, -4.0548, -1.0323)  -0.382
Cl (1.6695, -5.2712, -0.3599)  -0.071
H (1.4781, -2.5442, 0.2696)  0.250
H (0.0124, -1.9521, -0.5004)  0.228
H (0.8367, -3.7349, -2.0282)  0.227
H (-0.3481, -4.6283, -1.1478)  0.228
Cl (-5.7170, 0.1111, 3.2749)  -0.080
C (-4.3447, 1.2330, 2.9385)  -0.384
C (-4.0785, 1.2525, 1.5020)  -0.399
Cl (-5.2799, 2.1288, 0.4901)  -0.079
H (-3.4675, 0.9022, 3.5616)  0.243
H (-4.6882, 2.1509, 3.3589)  0.228
H (-3.9681, 0.2683, 1.0290)  0.240
H (-3.1916, 1.6943, 1.1639)  0.228
Cl (2.2721, 1.0700, -0.1038)  -0.085
C (1.0978, 1.7351, 1.1152)  -0.375
C (0.5649, 0.6428, 2.0223)  -0.404
Cl (-0.4523, 1.5419, 3.0985)  -0.050
H (0.2932, 2.1557, 0.4800)  0.237
H (1.5073, 2.5278, 1.7487)  0.227
H (1.4096, 0.2281, 2.6051)  0.231
H (-0.0238, -0.1246, 1.6227)  0.223

Forces on the atoms, in the same order (eV/Å):
-0.22 1.09 0.00
0.95 -1.00 -0.42
-0.27 -0.36 0.38
-0.57 0.19 -1.24
0.44 0.49 -0.83
0.38 -0.06 0.43
0.69 -0.56 0.34
0.04 -0.21 -0.51
-0.44 -0.51 -0.02
-0.67 1.20 0.63
0.19 -0.10 0.11
0.37 -0.14 -0.05
-0.57 -0.80 1.46
-0.34 0.70 -0.21
-1.18 1.32 2.33
-0.04 -0.69 -0.16
-0.53 -0.37 1.38
-0.56 -0.21 -0.21
-0.46 -1.69 1.11
-0.03 -0.41 0.36
0.20 -0.72 -0.56
-0.44 -0.59 -1.01
1.67 0.60 -1.47
-0.22 0.27 0.09
0.35 0.33 -0.16
-0.33 0.88 -1.13
0.11 0.96 0.21
1.37 0.33 -0.82
2.03 2.41 0.27
-2.05 0.03 2.62
0.23 -0.84 -1.02
-1.26 -0.23 -0.38
-1.67 2.07 -0.43
0.91 -0.52 1.04
-0.13 -0.42 -0.47
-0.71 -0.20 -1.28
-0.69 -1.42 0.93
0.79 0.26 -0.69
0.48 0.04 -0.94
0.15 -0.32 -0.28
1.52 -1.09 0.52
0.38 0.30 0.16
-0.10 -0.12 0.09
0.87 1.43 0.23
0.34 0.25 0.36
0.35 -0.01 -0.22
-0.90 -0.64 -0.43
0.03 -0.94 -0.11
0.47 0.00 0.06
-0.97 0.09 0.09
0.14 -0.11 0.10
0.22 -0.98 1.69
-0.23 -0.87 -2.14
-0.33 -0.08 0.27
-0.78 0.12 -0.91
-0.02 0.87 -0.06
-0.51 -0.09 0.55
1.61 1.09 0.44
-0.14 0.25 0.61
-0.65 -0.29 -1.37
2.28 0.91 0.60
-1.22 0.51 1.39
0.45 -0.08 0.54
0.39 -0.26 -0.48
-0.55 -0.01 -0.31
-0.57 -1.05 -1.05


Record 3
Density functional theory data (ωB97M-V with the def2-TZVPD basis set) for C18H36F18MgN3O18S6 as an isolated structure in a non-equilibrium geometry.

expectation value of S²	0.750
total charge	-2
electronic energy	-6612.65670	hartree
2S+1	2
HOMO-LUMO gap (spin up / spin down)	0.1932 / 0.3232	hartree

Each line ends with the Mulliken spin population.
Positions of all 100 atoms, in Å:
Mg (-5.9332, -1.0247, -7.9159)  0.301
C (-3.6261, 0.4176, -10.8926)  0.018
F (-3.2690, -0.7673, -10.2718)  0.008
F (-2.4620, 1.0554, -11.1920)  0.001
F (-4.4071, 0.2477, -11.9549)  0.000
S (-4.4664, 1.5077, -9.5216)  -0.059
O (-3.4515, 1.4218, -8.4590)  0.010
O (-4.7429, 2.8895, -10.0647)  0.005
N (-5.8838, 0.3316, -9.1290)  0.285
S (-7.0479, 1.1048, -10.0104)  -0.016
O (-6.7511, 1.4833, -11.4066)  0.008
O (-8.2352, 0.2440, -9.9888)  0.016
C (-7.6810, 2.7782, -9.0396)  0.017
F (-8.9082, 2.6128, -8.5125)  -0.001
F (-6.7606, 3.0979, -8.0551)  -0.012
F (-7.9009, 3.7307, -9.9276)  0.001
C (-4.0879, 1.6530, -1.5476)  -0.001
F (-4.8212, 1.6263, -0.4462)  0.000
F (-2.7904, 1.4295, -1.3163)  0.000
F (-4.4731, 0.7786, -2.4304)  -0.001
S (-4.3118, 3.4478, -2.2004)  0.000
O (-5.6521, 3.8404, -1.8111)  0.000
O (-3.2690, 4.2101, -1.5413)  0.000
N (-3.8842, 3.2620, -3.9075)  -0.001
S (-5.2606, 2.9531, -4.5673)  0.015
O (-4.8562, 2.5470, -5.9295)  0.006
O (-6.2250, 2.0274, -3.9923)  -0.010
C (-6.1718, 4.6374, -4.7576)  0.000
F (-5.4260, 5.5588, -4.1436)  0.000
F (-6.2398, 4.8353, -6.1055)  0.001
F (-7.3939, 4.5708, -4.2515)  0.000
C (-0.5501, -0.1348, -13.7096)  0.000
F (-0.6465, -0.0286, -15.0236)  0.000
F (-0.2680, 0.9527, -13.0898)  0.000
F (-1.7650, -0.5311, -13.2660)  0.000
S (0.6420, -1.6741, -13.1897)  0.000
O (0.3414, -2.6743, -14.1671)  0.000
O (1.9918, -1.1283, -13.2455)  0.000
N (0.3630, -1.9642, -11.4820)  0.000
S (-0.6470, -3.2219, -11.5423)  0.000
O (-1.0016, -3.4672, -10.1080)  0.001
O (-1.7951, -3.0754, -12.4640)  0.000
C (0.5345, -4.7261, -12.1013)  0.000
F (1.7973, -4.3270, -12.2325)  0.000
F (0.6242, -5.6306, -11.1176)  0.000
F (0.1872, -5.2889, -13.2192)  0.000
C (-9.4721, -3.0273, -10.8650)  0.004
C (-8.9981, -2.4024, -12.1774)  -0.002
O (-7.5980, -2.3948, -12.0673)  0.002
H (-9.3562, -2.4387, -9.9550)  0.007
H (-8.8506, -3.8987, -10.6591)  -0.001
H (-10.4666, -3.4561, -10.9885)  0.000
H (-9.2872, -1.3520, -12.2114)  0.000
H (-9.2074, -2.9989, -13.0654)  0.000
H (-7.3296, -1.8988, -12.8442)  0.000
C (-4.5717, 7.1735, -8.1056)  0.000
C (-4.2390, 5.9008, -8.8571)  0.001
O (-2.9202, 5.8074, -9.2901)  0.000
H (-4.9821, 7.9802, -8.7131)  0.000
H (-3.8866, 7.4672, -7.3104)  0.000
H (-5.4387, 6.9570, -7.4815)  0.000
H (-4.9024, 5.9208, -9.7218)  0.000
H (-4.5045, 5.0180, -8.2754)  0.000
H (-2.9188, 5.7074, -10.2449)  0.000
C (-5.3047, -4.3284, -9.8849)  0.050
C (-6.3524, -3.8544, -8.8476)  -0.018
O (-6.6264, -2.4346, -9.0527)  0.366
H (-5.7012, -4.0836, -10.8703)  -0.003
H (-5.1577, -5.4010, -9.7585)  -0.001
H (-4.3469, -3.8267, -10.0229)  0.000
H (-5.9936, -3.9426, -7.8222)  -0.009
H (-7.2816, -4.4239, -8.8677)  0.007
H (-6.9831, -2.4230, -9.9439)  0.004
C (-6.2213, 6.4412, -13.1117)  0.000
C (-7.0338, 5.9993, -11.8111)  0.000
O (-8.3916, 6.3621, -11.8897)  0.000
H (-6.1647, 7.5207, -13.2514)  0.000
H (-6.6509, 6.1522, -14.0709)  0.000
H (-5.1873, 6.1437, -12.9374)  0.000
H (-6.5185, 6.5005, -10.9917)  0.000
H (-6.8488, 4.9418, -11.6228)  0.000
H (-8.5670, 6.7360, -11.0230)  0.000
C (-8.5199, 7.7632, -7.3116)  0.000
C (-9.0681, 6.9146, -8.4611)  0.000
O (-8.7812, 7.6602, -9.6704)  0.000
H (-8.9284, 8.7693, -7.2167)  0.000
H (-7.4511, 7.9282, -7.4477)  0.000
H (-8.6345, 7.3581, -6.3062)  0.000
H (-10.1383, 6.7529, -8.3322)  0.000
H (-8.5860, 5.9433, -8.5722)  0.000
H (-9.0089, 8.5875, -9.5709)  0.000
C (-9.2040, 2.6976, -5.8175)  -0.049
C (-9.3810, 2.2107, -4.3185)  0.000
O (-9.7926, 0.8455, -4.3852)  -0.002
H (-10.2346, 2.7238, -6.1714)  0.001
H (-8.4733, 2.0966, -6.3588)  0.048
H (-8.9487, 3.7553, -5.8823)  0.000
H (-10.2003, 2.7821, -3.8823)  0.000
H (-8.4911, 2.2658, -3.6914)  0.000
H (-10.6952, 0.9480, -4.0747)  0.000

Forces on the atoms, in the same order (eV/Å):
0.29 -1.85 3.01
1.09 -0.02 1.14
-1.12 1.67 -1.36
-1.74 -0.62 0.03
1.09 -0.27 0.79
2.99 1.24 0.95
-2.53 -0.19 -1.74
-0.13 -4.16 1.40
1.23 7.04 -4.34
-3.31 -0.98 -2.32
0.46 -0.02 2.76
0.93 0.46 1.11
0.57 -0.78 0.57
1.10 -0.80 0.10
-1.95 -0.24 -1.92
1.30 0.29 -0.07
0.38 2.23 -1.19
0.22 -0.84 0.52
-0.22 0.00 0.66
-0.54 -0.94 -0.02
2.03 0.46 -0.19
0.31 -0.47 -0.93
-0.16 -0.63 -0.60
-1.25 0.72 4.93
-0.47 -2.60 -4.83
-1.01 1.12 1.25
0.47 1.19 0.45
1.37 -2.18 -0.46
-0.89 0.51 -0.69
-0.27 0.88 1.32
0.09 0.76 -0.06
-0.79 -4.15 1.42
0.57 0.60 -0.24
0.91 1.71 0.03
-0.11 0.28 -0.38
2.13 3.07 1.39
-0.49 -0.53 0.07
-1.02 -0.02 0.01
-0.60 -0.68 -4.30
-2.46 0.38 3.18
0.87 -0.39 -2.98
2.03 -1.13 1.26
0.41 0.98 1.35
0.33 0.87 -0.34
-1.01 -0.43 0.13
-0.84 -0.71 -0.73
-0.18 -1.04 -0.50
0.15 0.08 1.67
1.23 0.13 -0.22
-0.37 0.59 -0.41
0.21 -0.26 -0.28
-0.26 0.38 0.33
-0.68 -0.09 -0.44
-0.86 0.11 0.04
0.83 0.14 0.15
-1.04 -0.22 1.19
-1.20 0.21 -0.14
1.13 0.26 -0.36
0.85 0.31 -0.26
0.59 0.27 -0.58
-0.35 -0.43 0.03
-0.15 -0.37 -0.11
0.13 0.00 0.17
0.10 -0.12 0.12
-1.00 0.18 -0.35
1.57 0.36 0.17
-0.39 -1.75 -0.22
-0.54 -0.65 -0.26
0.07 0.02 -0.26
0.18 0.19 1.29
0.18 0.12 0.00
-0.05 0.07 -0.43
-0.24 0.84 -0.79
-0.65 0.25 1.17
1.47 0.72 -1.89
0.50 -0.60 -0.35
-0.23 0.33 0.62
0.13 -0.87 0.21
0.01 -0.44 -0.50
-0.21 0.30 0.27
-0.36 -0.20 -0.32
-0.58 0.40 0.10
0.66 -0.25 0.57
0.22 1.53 0.38
-0.26 -0.62 0.35
-0.53 0.03 -0.51
0.07 -0.20 -0.09
-0.11 -0.48 -0.12
-0.13 -0.02 -0.22
0.14 0.19 0.09
-0.10 -0.05 0.17
-0.48 0.44 2.22
0.78 0.50 -1.68
-0.71 0.06 0.47
0.13 -0.76 -0.76
-0.49 -0.02 0.18
0.52 -0.01 0.19
0.13 0.34 0.22
0.00 0.22 -0.31
-0.11 -0.94 -0.13


Question: Among the records above, which one has the lowest electronic energy?
Answer: C18H36Br18